Formula: C66H79N4O
Source: the OMol25 dataset
Level of theory: the ωB97M-V functional and the def2-TZVPD basis

## Properties
* orbital gap: 3.6 eV
* net charge: +1
* HOMO level: -8.240 eV
* energy above the lowest of the compared OMol25 structures with the same formula, charge and spin: 0.000 eV
* spin multiplicity: 1
* lowest unoccupied orbital energy: -4.61 eV

XYZ file:
```
150
Properties=species:S:1:pos:R:3:forces:R:3:mulliken_charge:R:1
C 8.0169 6.3248 -2.6810 -0.048 0.089 0.434 -1.05
N 7.6138 5.3692 -3.6819 0.335 -0.015 -0.977 0.37
C 8.1696 5.3585 -4.9360 0.695 0.866 0.511 0.22
O 9.0631 6.1040 -5.3307 -1.328 -1.233 0.306 -0.67
C 7.5127 4.2188 -5.7161 -0.071 0.758 -0.425 0.19
C 8.5826 3.2510 -6.2196 0.279 -0.159 0.104 -1.43
C 9.2751 2.5907 -5.0517 0.335 -0.341 -0.099 0.32
C 10.3495 3.2204 -4.4057 -0.217 -0.059 0.092 -0.27
C 10.8348 2.7067 -3.2011 -0.152 -0.107 -0.051 -0.60
C 10.2755 1.5424 -2.6595 -0.152 0.110 -0.154 -0.54
C 9.2804 0.8547 -3.3649 0.082 0.069 -0.043 -0.62
C 8.8090 1.3612 -4.5783 0.035 0.261 0.372 -0.15
N 6.5645 3.6724 -4.7355 -1.747 -1.704 -0.505 0.63
C 5.7360 2.6370 -4.9650 1.924 1.277 0.021 -0.29
C 4.7475 2.1823 -4.0828 -1.032 -1.015 0.804 0.07
C 3.9798 1.0575 -4.4054 1.231 1.543 -0.807 -0.47
C 2.7432 0.6019 -3.8714 -1.018 -0.551 0.766 0.95
C 1.9875 -0.3494 -4.6171 0.663 0.410 0.060 -0.63
C 0.7792 -0.8338 -4.1539 -0.289 -0.001 0.232 -0.84
C 0.2696 -0.3844 -2.9257 0.428 0.212 -0.179 -0.39
C 0.9673 0.5925 -2.1978 0.275 0.173 -0.123 -0.54
C 2.1942 1.0772 -2.6494 -0.155 -0.200 -0.459 -0.37
C 6.4525 4.5140 -3.5284 0.897 0.141 0.294 -1.29
C 5.1656 5.2563 -3.4460 -0.417 0.620 -0.266 -0.68
C 4.7754 6.1835 -4.3409 0.411 -0.535 0.706 -0.11
C 3.4706 6.8203 -4.2841 -1.318 0.771 -0.001 0.72
C 3.1631 7.9333 -5.1069 0.092 -0.613 0.459 -0.42
C 1.9149 8.5518 -5.0323 -0.223 -0.148 0.220 -0.56
C 0.9404 8.0839 -4.1346 0.539 -0.074 -0.098 -0.42
C 1.2328 6.9827 -3.3183 0.121 0.012 -0.105 -0.69
C 2.4709 6.3464 -3.4022 0.053 0.337 -0.355 -0.35
H 8.8679 6.8897 -3.0624 -0.135 -0.115 -0.036 0.37
H 7.2011 7.0128 -2.4434 0.053 -0.020 -0.050 0.32
H 8.3156 5.8048 -1.7649 -0.021 0.052 -0.089 0.36
H 6.9504 4.6707 -6.5562 0.245 -0.270 0.261 0.30
H 8.1180 2.5130 -6.8837 0.226 0.097 0.005 0.52
H 9.3097 3.8584 -6.7775 -0.364 -0.165 -0.077 0.57
H 10.7865 4.1225 -4.8475 -0.227 -0.275 0.275 0.41
H 11.6347 3.2341 -2.6758 -0.226 -0.251 -0.182 0.40
H 10.6113 1.1747 -1.6881 -0.045 0.059 -0.350 0.40
H 8.8524 -0.0691 -2.9705 0.250 0.235 -0.090 0.41
H 8.0575 0.8185 -5.1601 0.165 0.123 0.287 0.41
H 5.8954 2.1447 -5.9348 -0.142 0.118 0.458 0.46
H 4.5664 2.7121 -3.1384 -0.004 -0.100 -0.626 0.22
H 4.3611 0.5176 -5.2756 -0.355 0.035 -0.028 0.39
H 2.3762 -0.6542 -5.5924 -0.135 -0.079 0.343 0.35
H 0.2186 -1.5578 -4.7490 0.200 0.229 0.231 0.40
H -0.6688 -0.7823 -2.5376 0.224 0.140 -0.123 0.55
H 0.5469 0.9983 -1.2771 0.132 -0.256 -0.274 0.32
H 2.7264 1.8397 -2.0783 -0.163 -0.260 -0.069 0.41
H 6.5573 3.8903 -2.6282 0.160 -0.047 -0.249 0.64
H 4.5715 5.0160 -2.5650 -0.062 0.100 -0.366 0.72
H 5.4598 6.5320 -5.1224 -0.172 -0.287 0.097 0.29
H 3.9257 8.2906 -5.8010 -0.241 0.003 0.156 0.37
H 1.6923 9.4060 -5.6741 0.090 -0.264 0.192 0.37
H -0.0339 8.5742 -4.0684 0.366 -0.173 -0.050 0.37
H 0.4886 6.6120 -2.6105 0.196 0.113 -0.265 0.38
H 2.6703 5.4610 -2.7932 -0.217 0.371 -0.169 0.18
C -1.2637 -0.0164 0.4641 -0.775 0.032 -0.541 -0.90
C -0.8133 0.5474 1.7985 0.139 -0.746 -0.377 3.60
C 0.4040 1.4456 1.5252 0.301 0.113 0.223 -2.44
C -1.8701 1.4495 2.4294 -0.158 0.056 0.319 -1.81
C -0.3995 -0.5859 2.7827 -0.060 -0.167 -0.361 -0.05
C 0.9637 -0.9249 2.8316 0.231 0.644 0.339 -1.08
C 1.5572 -1.0304 4.0877 -0.536 -0.145 0.032 -1.14
C 0.6986 -1.1184 5.1810 0.655 -0.198 0.086 -0.98
C -0.6242 -1.5410 5.0026 -0.197 -0.010 -0.089 0.14
C -1.1842 -2.3549 6.2134 0.140 0.429 -0.139 2.03
C -2.2140 -3.3936 5.8052 -0.368 -0.078 -0.112 -1.71
C -1.7381 -1.3737 7.2507 -0.096 0.143 0.256 -1.77
C -0.0439 -3.1484 6.8789 0.208 -0.059 0.177 -1.77
C -1.2351 -1.2011 3.7549 0.260 -0.156 0.573 -0.57
N -2.6151 -1.4789 3.4695 0.076 0.902 0.592 1.09
C -3.7159 -0.9480 4.2728 0.564 0.686 0.293 -1.09
C -4.9068 -1.7541 3.8244 -0.669 -0.678 -0.153 0.26
N -4.4659 -2.3811 2.5677 0.041 0.297 0.046 1.16
C -5.4755 -2.9895 1.7210 -0.536 0.037 0.260 -1.81
C -6.2816 -2.1624 0.8752 -0.118 0.346 0.115 0.41
C -6.2071 -0.6136 0.6523 0.115 -0.360 -0.001 2.28
C -6.6365 -0.2428 -0.7866 -0.071 0.045 -0.196 -2.02
C -4.8212 -0.0285 0.8475 0.308 0.401 0.267 -1.21
C -7.1992 0.0423 1.6192 -0.197 0.065 0.078 -1.69
C -7.3996 -2.7175 0.2564 -0.012 -0.161 -0.211 -0.26
C -7.6676 -4.0697 0.3181 -0.055 -0.076 -0.017 -1.53
C -6.8887 -4.8715 1.1287 -0.207 -0.003 -0.099 -0.05
C -5.8608 -4.3478 1.9204 0.048 -0.164 0.197 0.08
C -5.4103 -5.3250 3.0594 0.154 0.069 -0.454 2.40
C -5.3604 -6.7703 2.5399 -0.127 -0.274 -0.160 -1.84
C -6.4563 -5.2380 4.1839 -0.096 0.097 -0.021 -1.89
C -4.0267 -5.0372 3.6017 0.557 0.131 0.083 -1.42
C -3.0935 -2.2133 2.3956 1.345 -1.508 -1.642 1.07
C -2.2227 -2.7300 1.4288 -1.148 0.538 1.742 -0.20
C -2.6006 -3.7455 0.4578 -0.245 -0.660 -0.709 -0.06
C -3.4990 -3.5105 -0.6076 0.192 -0.338 0.563 0.00
C -4.0786 -4.5898 -1.2754 0.281 -0.307 -0.106 -0.80
C -3.6877 -5.9048 -0.9783 -0.063 0.205 0.164 -0.40
C -2.6760 -6.1332 -0.0319 0.231 0.346 -0.272 -0.83
C -2.0997 -5.0545 0.6400 -0.566 0.182 -0.222 -0.53
H -2.1798 -0.6209 0.5409 0.558 0.327 0.028 -1.29
H -1.4682 0.8081 -0.2310 0.072 -0.002 -0.044 0.79
H -0.4920 -0.6627 0.0338 -0.020 0.020 0.039 0.31
H 0.8871 1.7397 2.4630 -0.009 -0.036 -0.137 0.42
H 1.1519 0.9528 0.8982 -0.015 -0.002 0.111 0.49
H 0.1029 2.3663 1.0167 -0.169 -0.087 -0.049 0.48
H -1.4429 1.9474 3.3125 -0.178 -0.103 -0.160 0.37
H -2.1983 2.2304 1.7272 0.158 -0.234 0.088 0.42
H -2.7489 0.8893 2.7444 0.099 0.118 -0.124 0.18
H 1.5668 -0.9549 1.9211 -0.098 0.578 0.302 0.58
H 2.6399 -1.0249 4.2292 -0.347 0.005 -0.131 0.42
H 1.0958 -0.9699 6.1871 -0.025 -0.493 -0.372 0.51
H -1.7795 -4.1217 5.1071 -0.142 0.205 0.069 0.42
H -2.5738 -3.9477 6.6865 0.185 0.176 -0.188 0.50
H -3.0808 -2.9338 5.3345 0.193 -0.274 0.143 0.09
H -0.9164 -0.7967 7.6916 -0.150 -0.059 -0.035 0.43
H -2.4389 -0.6522 6.8215 0.095 -0.112 0.114 0.31
H -2.2513 -1.9102 8.0578 0.109 0.071 -0.071 0.41
H 0.6991 -2.4928 7.3447 -0.146 -0.239 -0.054 0.42
H -0.4431 -3.7953 7.6714 -0.037 0.145 -0.179 0.43
H 0.4689 -3.7839 6.1480 -0.073 0.095 0.111 0.41
H -3.4890 -1.0499 5.3388 -0.265 -0.036 -0.321 0.17
H -3.8626 0.1312 4.0923 0.009 -0.250 0.003 0.59
H -5.1897 -2.5261 4.5608 0.181 0.157 -0.160 0.46
H -5.8143 -1.1556 3.6698 0.430 -0.079 0.008 -0.25
H -7.7241 -0.2784 -0.9190 0.247 -0.007 -0.026 0.57
H -6.3316 0.7850 -1.0293 -0.010 -0.201 0.199 0.44
H -6.1778 -0.9088 -1.5284 -0.068 0.104 0.148 0.33
H -4.4188 -0.2723 1.8310 -0.006 0.199 -0.327 -0.13
H -4.1282 -0.3926 0.0811 -0.111 0.031 0.178 -0.04
H -4.8585 1.0718 0.7785 -0.043 -0.317 -0.103 0.86
H -6.9473 -0.1640 2.6625 -0.103 0.116 -0.171 0.31
H -7.2095 1.1294 1.4814 0.009 -0.101 -0.013 0.45
H -8.2130 -0.3368 1.4384 0.185 0.091 0.076 0.39
H -8.0939 -2.0768 -0.2881 0.344 -0.268 0.097 0.28
H -8.5143 -4.4851 -0.2290 0.209 0.056 0.152 0.42
H -7.1509 -5.9274 1.1936 0.122 0.416 0.059 0.22
H -4.7916 -6.8166 1.6020 -0.148 -0.064 0.206 0.32
H -4.8666 -7.4211 3.2747 -0.128 0.221 -0.124 0.43
H -6.3620 -7.1818 2.3765 0.235 -0.042 -0.018 0.44
H -6.5560 -4.2113 4.5610 0.014 -0.219 -0.061 0.32
H -7.4389 -5.5554 3.8121 0.163 0.067 0.128 0.42
H -6.1728 -5.8848 5.0237 -0.021 0.070 -0.151 0.43
H -4.0380 -4.1620 4.2396 0.118 -0.031 -0.121 -0.12
H -3.6476 -5.8686 4.2143 -0.269 0.111 -0.111 0.80
H -3.3115 -4.8912 2.7805 -0.171 0.039 0.364 0.00
H -1.1599 -2.6450 1.6597 -0.353 0.157 -0.042 0.24
H -3.7535 -2.4773 -0.8579 -0.158 -0.362 0.170 0.43
H -4.8429 -4.4155 -2.0349 0.227 -0.033 0.174 0.41
H -4.1795 -6.7439 -1.4814 0.239 0.318 0.192 0.38
H -2.3223 -7.1399 0.1974 -0.184 0.207 -0.188 0.36
H -1.3132 -5.1922 1.3866 -0.325 -0.131 -0.146 0.35
```
Positions in Å, forces in eV/Å.